Record 1
{
  "formula": "C3H8S",
  "method": "wB97M-V/def2-TZVPD",
  "orbital_gap_ev": 8.5,
  "lumo_energy_ev": -0.7,
  "total_charge": 0,
  "species": ["C", "C", "C", "S", "H", "H", "H", "H", "H", "H", "H", "H"],
  "positions_angstrom": [[-1.527, 0.000, -0.031], [-0.083, 0.003, -0.547], [0.987, -0.491, 0.393], [2.608, 0.279, 0.013], [-2.220, -0.283, -0.893], [-1.595, -0.773, 0.742], [-1.904, 0.928, 0.384], [0.220, 1.027, -0.807], [-0.012, -0.487, -1.528], [0.724, -0.465, 1.450], [1.266, -1.567, 0.363], [1.536, 1.830, 0.461]],
  "atomic_forces_ev_per_a": [[-0.58, -1.34, -1.12], [-0.13, 0.84, -0.79], [1.17, -1.81, 0.30], [-3.11, 3.47, 1.61], [0.75, 0.33, 1.27], [-0.38, 0.06, -0.12], [0.29, 0.24, 0.08], [-0.27, -0.03, 0.12], [-0.02, -0.24, 0.37], [0.02, 0.92, 0.07], [-0.60, 0.22, -0.77], [2.86, -2.66, -1.02]]
}



Record 2
{
  "formula": "C4H13N2",
  "method": "wB97M-V/def2-TZVPD",
  "orbital_gap_ev": 5.1,
  "lumo_energy_ev": -9.5,
  "total_charge": 1,
  "species": ["C", "N", "C", "N", "C", "C", "H", "H", "H", "H", "H", "H", "H", "H", "H", "H", "H", "H", "H"],
  "positions_angstrom": [[0.964, -1.356, 2.224], [0.374, -0.038, 2.671], [0.446, -1.454, 0.795], [0.707, -0.273, 0.009], [-0.323, 1.320, -2.470], [-1.698, 1.213, -1.758], [1.984, -1.427, 2.061], [0.640, -2.192, 2.860], [0.823, 0.334, 3.470], [0.502, 0.583, 1.832], [0.765, -2.376, 0.246], [-0.683, -1.536, 0.907], [-0.492, 1.477, -3.513], [1.619, -0.285, -0.306], [0.229, 2.212, -2.207], [0.313, 0.482, -2.236], [-2.420, 2.022, -1.853], [-2.258, 0.307, -2.030], [-1.490, 0.985, -0.700]],
  "atomic_forces_ev_per_a": [[-2.09, 1.53, 1.90], [1.53, -1.56, -3.03], [-3.27, -0.11, -3.79], [-2.96, -1.51, 3.50], [-1.64, 1.11, 0.34], [0.59, -1.31, 0.81], [2.30, 0.31, 0.18], [-0.02, 0.38, -0.23], [0.26, 0.32, 1.36], [-0.57, 0.03, 1.13], [0.61, 0.52, 0.62], [1.18, 0.35, -0.17], [0.17, -0.61, -0.92], [3.12, -0.21, -1.42], [0.10, 0.29, 0.61], [0.21, -0.64, -0.28], [0.52, 0.29, -0.04], [0.27, 0.16, -0.54], [-0.30, 0.68, -0.01]]
}



Record 3
{
  "formula": "C22H60N5O6Pd",
  "method": "wB97M-V/def2-TZVPD",
  "orbital_gap_ev": [7.4, 4.4],
  "lumo_energy_ev": [-3.1, -6.1],
  "spin_multiplicity": 3,
  "total_charge": 1,
  "species": ["Pd", "C", "C", "O", "H", "H", "H", "H", "H", "C", "C", "C", "O", "C", "N", "H", "H", "H", "H", "H", "H", "H", "H", "H", "H", "H", "C", "C", "C", "O", "C", "N", "H", "H", "H", "H", "H", "H", "H", "H", "H", "H", "H", "C", "C", "C", "O", "C", "N", "H", "H", "H", "H", "H", "H", "H", "H", "H", "H", "H", "C", "C", "C", "O", "C", "N", "H", "H", "H", "H", "H", "H", "H", "H", "H", "H", "H", "C", "C", "C", "O", "C", "N", "H", "H", "H", "H", "H", "H", "H", "H", "H", "H", "H"],
  "positions_angstrom": [[2.321, 0.968, -1.631], [-1.174, -0.095, 0.986], [0.441, -0.206, 1.017], [0.932, -0.171, -0.288], [-1.722, -0.804, 0.365], [-1.469, 0.900, 0.652], [-1.530, -0.094, 2.016], [0.665, -1.128, 1.553], [0.822, 0.662, 1.555], [1.881, 5.403, 5.840], [2.210, 3.932, 5.345], [1.408, 3.378, 4.162], [0.154, 2.969, 4.703], [-0.958, 2.677, 3.813], [3.616, 3.963, 5.115], [0.836, 5.427, 6.148], [2.033, 6.168, 5.078], [2.487, 5.627, 6.718], [2.055, 3.249, 6.180], [1.875, 2.464, 3.796], [1.320, 4.117, 3.365], [-1.231, 3.542, 3.209], [-1.879, 2.282, 4.241], [-0.519, 1.880, 3.212], [3.916, 3.096, 4.692], [4.000, 3.928, 6.048], [-6.826, -0.510, 1.696], [-6.394, 0.727, 0.843], [-5.394, 0.423, -0.310], [-5.107, 1.658, -0.918], [-3.969, 1.732, -1.660], [-7.526, 1.234, 0.158], [-7.596, -0.326, 2.446], [-5.940, -0.890, 2.205], [-7.251, -1.140, 0.915], [-6.001, 1.440, 1.568], [-5.912, -0.116, -1.103], [-4.538, -0.096, 0.121], [-3.938, 0.974, -2.443], [-3.071, 1.531, -1.077], [-3.786, 2.686, -2.155], [-8.050, 1.906, 0.701], [-7.217, 1.664, -0.703], [-2.527, -1.430, -2.651], [-1.734, -2.769, -2.527], [-1.975, -3.802, -3.625], [-3.288, -4.320, -3.434], [-3.689, -5.302, -4.297], [-0.270, -2.478, -2.455], [-2.187, -0.865, -3.519], [-2.225, -0.801, -1.815], [-3.616, -1.418, -2.604], [-1.929, -3.325, -1.609], [-1.247, -4.612, -3.590], [-1.853, -3.330, -4.600], [-2.888, -5.964, -4.626], [-4.080, -4.831, -5.199], [-4.458, -5.869, -3.772], [0.303, -3.291, -2.278], [-0.193, -1.793, -1.717], [4.076, -3.796, -1.524], [2.793, -3.252, -0.873], [2.040, -4.481, -0.372], [1.720, -5.531, -1.279], [1.708, -6.855, -0.657], [3.230, -2.371, 0.205], [3.841, -4.541, -2.285], [4.527, -4.390, -0.730], [4.777, -3.028, -1.851], [2.199, -2.703, -1.604], [1.103, -4.031, -0.046], [2.403, -4.847, 0.588], [0.784, -6.973, -0.091], [2.581, -6.920, -0.008], [1.740, -7.761, -1.261], [3.779, -1.714, -0.332], [2.388, -1.917, 0.528], [5.821, 3.436, -2.610], [4.533, 2.850, -1.930], [3.752, 3.613, -0.870], [2.626, 2.866, -0.395], [2.291, 3.196, 0.902], [3.632, 2.461, -2.966], [6.089, 2.997, -3.571], [6.640, 3.357, -1.895], [5.680, 4.505, -2.768], [4.833, 1.891, -1.508], [3.416, 4.519, -1.373], [4.510, 3.686, -0.090], [3.058, 2.655, 1.457], [1.325, 2.843, 1.263], [2.573, 4.190, 1.248], [3.310, 3.277, -3.467], [4.105, 1.944, -3.693]],
  "atomic_forces_ev_per_a": [[-0.68, 0.50, 0.08], [0.76, 0.80, 0.08], [-1.64, 1.27, -0.64], [0.23, -0.58, 0.08], [0.49, -0.31, 0.18], [0.31, 0.08, -0.33], [0.18, -0.52, 0.08], [0.23, -0.33, -0.35], [0.02, -0.17, 0.35], [-1.01, -1.54, -0.33], [-0.82, 1.38, 0.81], [-0.81, -0.09, 0.86], [-1.68, 0.56, 0.70], [2.18, -0.03, -0.48], [1.41, -0.36, -0.73], [-0.07, 0.17, 0.07], [0.21, -0.22, -0.10], [0.07, -0.01, -0.12], [-0.82, -0.06, 0.08], [0.51, -0.07, -0.35], [-0.17, 0.13, -0.16], [0.14, 0.09, -0.14], [0.51, 0.19, 0.93], [-0.54, -0.16, -0.81], [0.19, -0.28, -0.15], [0.65, 0.29, -0.03], [0.73, 0.60, -1.45], [-0.02, -0.86, 0.73], [-0.77, 0.17, 1.12], [-0.52, 1.35, 0.94], [1.63, -0.74, -1.03], [-1.30, 0.55, -0.59], [0.05, 0.45, -0.19], [-0.10, -0.53, -0.09], [0.09, -0.78, 0.50], [0.70, 0.39, -0.26], [0.06, -0.97, 0.34], [0.43, -0.04, -0.40], [-0.17, -0.19, -0.35], [0.28, -0.01, 0.46], [-0.66, 0.23, 0.28], [-0.09, 0.02, -0.09], [-0.35, 0.41, 0.06], [1.03, -0.29, 0.46], [0.58, -0.64, 0.01], [-0.79, 0.37, -0.08], [1.25, 1.38, 1.39], [-0.47, -0.48, -0.95], [-0.98, 1.06, -0.78], [-0.09, -0.24, -0.30], [0.09, 0.07, 0.26], [0.10, -0.73, -0.22], [-0.91, 0.29, 0.26], [0.19, -0.15, 0.27], [-0.17, 0.12, -0.34], [0.23, -0.22, 0.22], [-0.37, -0.21, -0.29], [-0.06, -0.13, -0.34], [-0.25, -0.15, 0.22], [0.62, -0.12, 0.18], [-0.42, -0.48, 0.46], [1.76, -1.92, -1.57], [-1.99, 0.47, 1.22], [0.75, -0.69, -0.42], [0.01, 0.93, 0.83], [-0.71, -0.49, -0.20], [0.04, 0.43, -0.36], [0.48, 0.17, 0.06], [-0.05, -0.06, -0.21], [-0.22, -0.10, -0.18], [-0.84, -0.11, 0.15], [0.89, -0.19, -0.21], [0.03, 0.20, 0.36], [-0.11, -0.04, 0.27], [0.13, 0.80, -1.13], [0.24, 0.69, 0.56], [0.14, 0.49, 0.33], [-0.66, 1.16, 1.89], [1.42, -1.35, -0.84], [1.22, -0.41, -0.81], [0.07, 0.38, -2.60], [1.67, -0.73, 2.73], [-1.92, -1.27, -0.96], [-0.25, -0.36, 0.28], [0.23, -0.08, -0.26], [0.01, 0.15, -0.20], [0.24, -0.04, 0.51], [-0.02, 0.51, 0.76], [-0.43, 0.92, 0.47], [-0.21, -0.49, 0.94], [-0.11, 0.32, -0.68], [-0.85, 0.60, -0.77], [-0.65, 0.27, 0.02], [0.22, -0.35, 0.02]]
}



E_tot list, top to bottom, in eV: -14073.353, -7326.193, -46987.874